A 14-piece molecular cluster, C53H74N8O18 overall in a non-equilibrium geometry, computed with wB97M-V/def2-TZVPD.

Structure (XYZ):
```
153
C53H74N8O18 | the Open Molecules 2025 dataset | wB97M-V/def2-TZVPD
N 9.719 1.537 -0.466
C 8.708 1.340 0.392
C 7.753 0.340 0.212
C 7.883 -0.525 -0.890
C 8.856 -0.299 -1.844
C 9.736 0.747 -1.558
H 8.676 1.959 1.276
H 6.911 0.244 0.881
H 7.115 -1.256 -1.096
H 8.965 -0.890 -2.741
H 10.396 1.126 -2.324
N -2.700 -7.012 6.065
C -1.569 -7.791 6.178
C -0.310 -7.404 5.590
C -0.250 -6.263 4.806
C -1.416 -5.490 4.688
C -2.564 -5.843 5.364
H -1.680 -8.666 6.802
H 0.603 -7.980 5.622
H 0.659 -5.958 4.308
H -1.354 -4.576 4.116
H -3.369 -5.123 5.337
N -5.579 7.467 5.421
C -5.083 6.627 4.460
C -3.847 5.973 4.589
C -3.119 6.196 5.764
C -3.596 7.058 6.711
C -4.800 7.683 6.506
H -5.679 6.433 3.580
H -3.548 5.286 3.812
H -2.165 5.707 5.890
H -3.092 7.245 7.648
H -5.227 8.348 7.243
C 4.769 5.854 5.661
C 3.624 6.747 5.102
O 3.301 6.170 3.820
C 3.914 5.001 3.668
O 3.721 4.242 2.764
O 4.658 4.744 4.799
H 4.597 5.455 6.661
H 5.705 6.411 5.681
H 4.016 7.763 5.056
H 2.721 6.753 5.712
C 6.496 -6.140 2.234
C 5.476 -7.173 1.897
O 5.454 -7.969 3.047
C 6.217 -7.498 4.008
O 6.229 -8.027 5.093
O 6.748 -6.323 3.634
H 6.043 -5.159 2.091
H 7.405 -6.123 1.634
H 5.721 -7.732 0.995
H 4.462 -6.775 1.848
C -0.027 0.417 -1.155
C -0.405 0.809 0.226
O 0.048 -0.224 1.006
C 0.979 -0.857 0.384
O 1.782 -1.622 0.920
O 0.981 -0.527 -0.932
H 0.511 1.278 -1.552
H -0.895 0.017 -1.679
H -1.481 0.829 0.394
H -0.009 1.784 0.513
C 3.068 -2.059 -6.482
C 2.451 -2.402 -7.790
O 1.420 -1.409 -7.774
C 1.546 -0.506 -6.796
O 0.702 0.351 -6.478
O 2.699 -0.754 -6.162
H 4.152 -2.134 -6.573
H 2.719 -2.728 -5.695
H 2.129 -3.443 -7.818
H 3.162 -2.363 -8.616
C -1.231 -6.957 -1.707
C -0.882 -5.761 -2.523
O -1.676 -5.982 -3.679
C -2.584 -6.989 -3.499
O -3.315 -7.396 -4.405
O -2.451 -7.377 -2.241
H -1.355 -6.702 -0.654
H -0.469 -7.732 -1.630
H 0.178 -5.854 -2.759
H -1.032 -4.779 -2.073
C -3.744 -1.906 -7.630
C -4.456 -0.623 -7.616
O -4.279 -0.051 -8.867
C -3.698 -0.978 -9.666
O -3.425 -0.735 -10.823
O -3.411 -2.093 -8.962
H -4.285 -2.785 -7.280
H -2.900 -1.853 -6.942
H -4.119 0.027 -6.808
H -5.535 -0.737 -7.515
C -10.510 0.865 0.284
C -9.387 1.515 1.063
C -7.960 1.316 0.553
C -7.819 1.417 -0.898
N -7.747 1.500 -2.032
H -11.470 1.070 0.758
H -10.411 -0.219 0.347
H -10.501 1.313 -0.710
H -9.470 1.170 2.094
H -9.572 2.588 1.114
H -7.617 0.328 0.858
H -7.332 1.957 1.172
C -8.375 -4.804 -2.696
C -8.251 -5.703 -1.426
C -7.699 -4.970 -0.235
C -6.504 -4.184 -0.540
N -5.566 -3.573 -0.771
H -8.316 -5.392 -3.612
H -7.641 -4.001 -2.760
H -9.350 -4.326 -2.605
H -7.495 -6.405 -1.779
H -9.137 -6.269 -1.140
H -7.497 -5.729 0.520
H -8.297 -4.207 0.262
C 5.049 -1.638 6.705
C 3.631 -1.175 6.435
C 2.828 -0.656 7.705
C 1.579 -0.097 7.286
N 0.567 0.398 6.937
H 5.104 -2.570 7.268
H 5.560 -0.825 7.220
H 5.497 -1.786 5.722
H 3.087 -1.981 5.942
H 3.766 -0.335 5.754
H 3.348 0.146 8.229
H 2.663 -1.490 8.388
C 6.275 6.595 -3.470
C 6.355 5.079 -3.244
C 5.591 4.314 -4.331
C 5.968 4.839 -5.633
N 6.271 5.223 -6.693
H 6.563 7.203 -2.613
H 5.265 6.913 -3.731
H 6.926 6.886 -4.294
H 5.997 4.811 -2.250
H 7.400 4.768 -3.255
H 4.510 4.377 -4.209
H 5.800 3.250 -4.224
C -0.362 7.040 -1.972
C -1.055 7.304 -3.335
C -2.497 7.970 -3.195
C -3.392 7.239 -2.297
N -4.163 6.683 -1.600
H -0.377 8.015 -1.485
H 0.647 6.629 -2.016
H -0.958 6.426 -1.298
H -1.045 6.411 -3.961
H -0.408 7.986 -3.886
H -2.889 8.238 -4.176
H -2.350 8.901 -2.649
```

The HOMO energy is -0.35618 hartree. Its spin multiplicity is 1. As for the maximum force: 4.9 eV/A.

Atom charges from the Löwdin analysis, given in e for atoms 1 to 6:
1 N 0.052
2 C -0.155
3 C -0.067
4 C -0.088
5 C -0.077
6 C -0.156

The molecule C5H10N2S in a non-equilibrium geometry, computed with wB97M-V/def2-TZVPD.

Structure (XYZ):
```
18
C5H10N2S | the Open Molecules 2025 dataset | wB97M-V/def2-TZVPD
C -1.979 -0.258 -0.499
C -0.830 0.228 0.400
C 0.155 1.144 -0.328
C 1.534 1.205 0.370
C 1.602 -1.565 -0.351
H -2.575 -1.068 0.003
H -2.598 0.605 -0.761
H -1.626 -0.686 -1.454
H -1.204 0.702 1.322
H -0.221 2.152 -0.362
H 0.225 0.906 -1.368
H 2.106 2.098 0.094
H 1.437 1.263 1.488
H 2.028 -2.310 -1.014
H -0.941 -1.448 1.378
N 0.430 -1.830 0.102
N -0.172 -0.934 1.019
S 2.627 -0.204 -0.041
```

The HOMO energy is -0.30312 hartree. Its SMILES is C[C@@H]1CCSC=NN1. Its energy relative to the best compared isomer or geometry (same formula, charge and spin) is 39.0 kcal/mol. Its spin multiplicity is 1. As for the maximum force: 1.9 eV/A.

Atom charges from the natural (NBO) analysis, given in e for atoms 1 to 6:
1 C -0.629
2 C -0.053
3 C -0.433
4 C -0.514
5 C -0.115
6 H 0.210

A 2-piece molecular cluster, C2H6NP overall in a non-equilibrium geometry, computed with wB97M-V/def2-TZVPD.

Structure (XYZ):
```
10
C2H6NP | the Open Molecules 2025 dataset | wB97M-V/def2-TZVPD
C 0.894 0.375 -0.479
C -0.169 0.398 0.502
N 2.055 0.717 -0.224
P -1.812 0.285 -0.275
H 0.465 0.161 -1.551
H -0.200 -1.931 1.411
H -0.015 0.593 1.518
H 2.766 0.508 -0.965
H -2.441 -0.120 0.761
H -1.543 -0.985 -0.698
```

The HOMO energy (alpha / beta) is -0.35966 / -0.30510 hartree. Its energy relative to the best compared isomer or geometry (same formula, charge and spin) is 100.8 kcal/mol. Its spin multiplicity is 1. As for the maximum force: 4.1 eV/A.

Atom charges from the natural (NBO) analysis, given in e for atoms 1 to 6:
1 C 0.029
2 C -0.418
3 N -0.589
4 P 0.339
5 H 0.133
6 H -0.001

The molecule C10H17ClN2O2 in a non-equilibrium geometry, computed with wB97M-V/def2-TZVPD.

Structure (XYZ):
```
32
C10H17ClN2O2 | the Open Molecules 2025 dataset | wB97M-V/def2-TZVPD
C 2.180 0.655 0.562
C 1.399 1.462 -0.032
C -3.384 0.516 -0.718
C -3.194 0.821 0.803
C -2.001 0.323 -1.336
C -1.993 0.169 1.434
C 1.903 -0.940 0.263
C -0.982 -0.537 -0.471
C 3.402 0.595 1.491
C 2.142 -1.404 -2.055
N 0.072 -0.617 -1.356
N 1.211 -1.186 -0.950
O -0.761 0.200 0.757
O 1.297 -1.244 1.521
Cl 1.013 3.066 -0.244
H -3.902 -0.465 -0.765
H -3.747 1.192 -1.410
H -2.956 1.821 1.036
H -4.061 0.628 1.280
H -2.204 -0.087 -2.356
H -1.637 1.348 -1.588
H -1.647 0.422 2.474
H -2.377 -0.826 1.652
H 2.906 -1.366 0.399
H -1.189 -1.556 -0.011
H 3.130 -0.079 2.327
H 3.431 1.646 1.861
H 4.284 0.467 0.797
H 1.553 -1.980 -2.898
H 2.509 -0.479 -2.438
H 3.084 -1.799 -1.837
H 0.517 -0.768 1.809
```

The HOMO energy (alpha / beta) is -0.25227 / -0.32938 hartree. Its spin multiplicity is 3. As for the maximum force: 5.5 eV/A. Its expectation value of S² is 2.013.

Atom charges from the natural (NBO) analysis, given in e for atoms 1 to 6:
1 C -0.179
2 C 0.028
3 C -0.397
4 C -0.439
5 C -0.401
6 C -0.076

C18H21F5N8PRe as an isolated structure, computed with wB97M-V/def2-TZVPD.

Structure (XYZ):
```
54
C18H21F5N8PRe | the Open Molecules 2025 dataset | wB97M-V/def2-TZVPD
Re -0.596 -1.095 0.002
C 4.941 -0.689 0.031
N 3.620 -1.332 0.072
C 3.413 -2.676 0.219
C 2.068 -2.874 0.211
N 1.449 -1.655 0.051
C 2.427 -0.729 -0.021
P 2.182 1.081 -0.026
C 0.911 1.111 -1.341
N -0.181 0.319 -1.389
C -0.866 0.627 -2.547
C -0.176 1.599 -3.192
N 0.924 1.891 -2.425
C 1.938 2.884 -2.811
C 1.048 1.076 1.419
N -0.012 0.262 1.567
C -0.464 0.411 2.856
C 0.313 1.339 3.476
N 1.253 1.743 2.566
C 2.289 2.742 2.860
H 5.696 -1.461 0.146
H 5.085 -0.193 -0.926
H 5.038 0.023 0.846
H 4.226 -3.376 0.311
H 1.533 -3.801 0.312
H -1.779 0.133 -2.830
H -0.371 2.100 -4.126
H 1.435 3.806 -3.092
H 2.603 3.077 -1.975
H 2.507 2.505 -3.657
H -1.285 -0.160 3.256
H 0.283 1.731 4.480
H 1.812 3.680 3.133
H 2.901 2.389 3.687
H 2.912 2.895 1.984
F -2.646 -3.274 -0.366
C -1.363 -3.002 -0.497
F -0.816 -3.074 0.872
C -0.701 -4.053 -1.424
F 0.411 -3.519 -1.957
F -0.377 -5.146 -0.759
F -1.547 -4.324 -2.395
C -5.317 1.690 1.094
N -4.390 0.748 0.453
C -4.682 -0.038 -0.638
C -3.565 -0.745 -0.919
N -2.581 -0.409 0.007
C -3.136 0.517 0.808
H -6.318 1.270 1.065
H -5.303 2.638 0.561
H -5.024 1.838 2.129
H -5.651 -0.033 -1.108
H -3.417 -1.485 -1.685
H -2.652 1.016 1.629
```

The HOMO energy (alpha / beta) is -0.67464 / -0.67376 hartree. As for the total charge: +3. Its spin multiplicity is 4. As for the maximum force: 0.3 eV/A. Its expectation value of S² is 3.770.

Atom charges from the natural (NBO) analysis, given in e for atoms 1 to 6:
1 Re 1.762
2 C -0.419
3 N -0.267
4 C -0.017
5 C -0.029
6 N -0.570